[1]
Computed, not measured: a structure of composition C4H8INS, with ωB97M-V/def2-TZVPD.

E_HOMO: -8.7 eV
gap between HOMO and LUMO: 7.95 eV
spin multiplicity: 1
energy: -907.7361 hartree

Element x y z (Å)
C1 0.00 0.79 -0.39
C2 -0.99 0.44 0.65
C3 1.30 1.39 0.07
C4 0.35 -2.73 -0.19
N1 -2.23 0.73 0.63
S1 -1.23 -2.67 -0.52
I1 -3.06 2.01 -0.64
H1 -0.54 1.34 -1.24
H2 -0.75 0.04 1.68
H3 1.82 0.76 0.84
H4 2.16 1.50 -0.64
H5 1.25 2.37 0.56
H6 0.22 -0.23 -0.86
H7 0.74 -2.14 0.59
H8 0.97 -3.59 -0.54

Mulliken atomic charge list, values in e, 8 entries: number 1, C, carries 0.0261; number 2, C, carries 0.2987; number 3, C, carries -1.2695; number 4, C, carries -0.3728; number 5, N, carries -0.6710; number 6, S, carries -0.1432; number 7, I, carries 0.0905; number 8, H, carries 0.2548

***

[2]
Computed, not measured: a structure of composition C39H40F6OP2Ru, with ωB97M-V/def2-TZVPD.

E_HOMO (spin up / spin down): -13.0 / -13.3 eV
net charge: +2
gap between HOMO and LUMO (spin up / spin down): 6.86 / 4.61 eV
spin multiplicity: 5
energy: -2961.3626 hartree

Element x y z (Å)
Ru1 -0.03 0.03 3.85
C1 -2.00 -0.29 4.88
C2 -2.03 -0.35 3.46
C3 -2.77 0.66 2.62
C4 -1.84 1.75 2.03
C5 -0.52 1.84 2.76
C6 -0.48 2.08 4.16
C7 -1.72 2.26 5.04
C8 -2.20 0.94 5.69
C9 1.97 -0.02 3.52
H1 -2.15 -1.24 5.42
H2 -1.81 -1.33 2.99
H3 -3.64 1.09 3.13
H4 -3.18 0.07 1.79
H5 -1.66 1.49 0.98
H6 -2.33 2.74 2.01
H7 0.36 2.06 2.16
H8 0.40 2.61 4.56
H9 -2.54 2.78 4.55
H10 -1.43 2.95 5.84
H11 -1.58 0.84 6.59
H12 -3.20 0.99 6.16
H13 2.36 -0.86 4.09
H14 2.43 0.90 3.88
H15 2.23 -0.16 2.47
P1 -0.22 -1.87 -3.68
P2 1.62 0.42 -4.02
C10 -0.97 -0.33 -4.30
C11 -0.08 0.65 -4.65
C12 -0.75 -3.08 -5.00
C13 -1.86 -2.81 -5.82
C14 -2.37 -3.81 -6.66
C15 -1.69 -5.02 -6.81
C16 -0.50 -5.24 -6.10
C17 -0.03 -4.28 -5.20
C18 -1.21 -2.17 -2.18
C19 -0.92 -1.30 -1.12
C20 -1.63 -1.40 0.07
C21 -2.67 -2.33 0.20
C22 -2.99 -3.17 -0.88
C23 -2.25 -3.11 -2.07
C24 2.50 1.06 -5.56
C25 2.38 0.22 -6.69
C26 2.77 0.68 -7.95
C27 3.30 1.96 -8.11
C28 3.45 2.78 -6.99
C29 3.09 2.32 -5.71
C30 1.82 1.88 -2.96
C31 3.02 2.03 -2.25
C32 3.27 3.21 -1.57
C33 2.31 4.24 -1.57
C34 1.11 4.07 -2.27
C35 0.84 2.87 -2.93
H16 -2.06 -0.23 -4.31
H17 -0.31 1.54 -5.25
H18 -2.33 -1.83 -5.79
H19 -3.30 -3.63 -7.20
H20 -2.10 -5.80 -7.46
H21 0.06 -6.16 -6.25
H22 0.90 -4.45 -4.65
H23 -0.14 -0.54 -1.23
H24 -1.37 -0.74 0.90
H25 -3.23 -2.40 1.14
H26 -3.84 -3.85 -0.80
H27 -2.50 -3.76 -2.91
H28 1.93 -0.77 -6.57
H29 2.63 0.04 -8.82
H30 3.59 2.32 -9.11
H31 3.83 3.79 -7.11
H32 3.24 2.98 -4.85
H33 3.77 1.22 -2.27
H34 4.21 3.35 -1.04
H35 2.51 5.17 -1.04
H36 0.38 4.88 -2.32
H37 -0.10 2.73 -3.46
C36 -0.44 -1.29 7.79
C37 0.66 -0.36 7.28
O1 0.71 0.09 6.01
C38 0.56 0.99 8.16
F1 0.49 0.80 9.51
F2 1.53 1.87 7.86
F3 -0.62 1.64 7.85
C39 2.04 -1.13 7.53
F4 2.15 -1.63 8.80
F5 2.04 -2.20 6.67
F6 3.13 -0.39 7.27
H38 -1.37 -0.75 7.95
H39 -0.09 -1.65 8.77
H40 -0.57 -2.14 7.13

Mulliken atomic charge list, values in e, 8 entries: number 1, Ru, carries 0.2416; number 2, C, carries 0.3651; number 3, C, carries -0.5767; number 4, C, carries -1.1380; number 5, C, carries -1.0446; number 6, C, carries -0.3634; number 7, C, carries 0.3254; number 8, C, carries -1.5086

***

[3]
Computed, not measured: a structure of composition C14H8Cl5CoO6Te, with ωB97M-V/def2-TZVPD.

E_HOMO (spin up / spin down): -8.3 / -8.4 eV
gap between HOMO and LUMO (spin up / spin down): 5.89 / 6.87 eV
spin multiplicity: 1
energy: -4941.1787 hartree

Element x y z (Å)
Co1 0.24 1.85 0.02
Cl1 6.20 1.58 2.82
C1 4.50 1.74 2.55
C2 3.65 1.98 3.62
Cl2 4.29 2.11 5.22
C3 2.28 2.10 3.42
Cl3 1.18 2.37 4.71
C4 1.78 2.03 2.12
O1 0.47 2.12 1.81
C5 2.62 1.78 1.06
O2 2.02 1.68 -0.15
C6 3.99 1.62 1.26
Cl4 4.99 1.30 -0.10
C7 -0.02 -1.35 -1.46
Te1 -0.14 -0.53 0.50
C8 -2.24 -0.79 0.20
C9 -2.32 -1.98 -0.73
C10 -3.45 -2.78 -0.79
C11 -3.49 -3.85 -1.68
C12 -2.41 -4.12 -2.50
C13 -1.27 -3.32 -2.43
C14 -1.23 -2.25 -1.56
H1 0.92 -1.87 -1.59
H2 -0.06 -0.51 -2.16
H3 -2.62 0.12 -0.25
H4 -2.73 -0.96 1.16
H5 -4.29 -2.57 -0.15
H6 -4.37 -4.48 -1.72
H7 -2.44 -4.96 -3.18
H8 -0.42 -3.54 -3.07
O3 -0.13 2.21 -1.95
Cl5 -1.16 3.16 -1.43
O4 -1.97 3.69 -2.45
O5 -1.90 2.29 -0.49
O6 -0.48 4.14 -0.64

Mulliken atomic charge list, values in e, 8 entries: number 1, Co, carries 0.9312; number 2, Cl, carries -0.1872; number 3, C, carries 0.2862; number 4, C, carries 0.2339; number 5, Cl, carries -0.1868; number 6, C, carries 0.0147; number 7, Cl, carries -0.1811; number 8, C, carries 0.6957

***

energy of number 1 (C4H8INS)?
-907.7361 hartree

***

Among the records above, which one has the highest energy?
C4H8INS

***

What is the formula in the second record?
C39H40F6OP2Ru

***

energy of number 1 (C4H8INS)?
-907.7361 hartree